Entry 1:
50
Properties=species:S:1:pos:R:3 method="wB97M-V/def2-TZVPD" smiles="CCOc1ccc2cc(-c3nn([C@H](C)[C@H](C)O)c(N)c3C(N)=O)cnc2c1" relative_energy_ev=4.087 homo_ev=-8.2 e_tot_ev=-33667.1284 orbital_gap_ev=8.12
O 3.82964 -1.44775 -1.86896
N -0.74080 -1.16615 -1.54389
N -1.14125 2.15186 0.77431
O 0.21646 4.57221 4.61856
O -3.62066 -3.74931 -3.23850
C 2.92611 -0.63925 -1.92122
C 0.37969 -0.51784 -1.19435
C 1.51643 -1.10674 -1.95124
C 0.85346 -1.92531 -2.82249
C -0.93307 1.25153 -0.19483
C 1.81137 3.22882 3.37183
C 0.55173 3.76502 3.52016
C 0.29768 0.48587 -0.20532
C -0.42321 3.40056 2.54809
C 1.95960 2.11880 2.56310
C 1.27958 0.68080 0.72784
C -0.18133 2.43821 1.63779
C 1.05564 1.73471 1.63602
N 3.22534 0.63267 -1.66027
N 1.57952 -2.45318 -3.90767
N -0.44036 -2.05549 -2.59597
C 0.15413 2.90544 6.30194
C -1.82555 -4.55821 -1.69097
C -2.00029 -1.77910 -4.46860
C -0.60548 3.95551 5.56159
C -2.45606 -3.37653 -2.46211
C -1.43181 -2.79614 -3.45750
H -4.39021 -3.52116 -2.67498
H -1.59096 1.17949 -0.99062
H 2.53498 3.63448 4.16995
H -1.44273 3.71362 2.58244
H 2.88774 1.56577 2.68695
H 2.15968 0.07354 0.69219
H 2.50423 1.23489 -1.35534
H 4.21878 0.86047 -1.45179
H 1.22057 -3.16266 -4.54253
H 2.64169 -2.27255 -3.96110
H 1.25545 2.93824 6.17762
H -0.10027 3.01808 7.46601
H -0.16952 1.93489 5.94267
H -1.57775 -5.27249 -2.50314
H -0.89091 -4.28916 -1.20315
H -2.54758 -4.85209 -0.91397
H -2.87298 -2.26412 -4.91446
H -1.22774 -1.35705 -5.17452
H -2.40746 -0.95547 -3.85656
H -0.91350 4.69771 6.24377
H -1.48307 3.49608 5.19489
H -2.66108 -2.59554 -1.70168
H -0.98388 -3.55599 -3.98998

Entry 2:
17
Properties=species:S:1:pos:R:3 method="wB97M-V/def2-TZVPD" relative_energy_ev=3.568 homo_ev=-8.0 e_tot_ev=-9551.0496 orbital_gap_ev=8.95
C 1.61549 0.52619 0.03401
C 1.98713 -0.82523 0.35936
C -1.77962 -0.67054 -0.99350
C -1.45374 -0.27928 0.44616
C -0.48949 0.88187 0.72967
N 2.25257 1.47530 -0.38597
F -0.79941 2.01074 -0.00290
H 1.12583 -1.39190 -0.00265
H 2.56963 -0.90775 1.30884
H 2.72270 -1.15341 -0.31838
H -2.14063 0.28800 -1.51086
H -1.08884 -1.17232 -1.75992
H -2.57669 -1.34383 -1.02632
H -0.97679 -1.07472 0.97975
H -2.39845 0.03092 0.75407
H -0.28681 1.23741 1.84363
H 1.71711 2.36857 -0.45500

Entry 3:
167
Properties=species:S:1:pos:R:3 method="wB97M-V/def2-TZVPD" relative_energy_ev=1.247 homo_ev=-9.1 e_tot_ev=-91828.5397 orbital_gap_ev=9.09
C 2.44243 2.35651 5.44600
O 2.10073 3.51542 5.73234
N 2.26547 1.81073 4.22192
N 2.93038 1.50441 6.38325
H 2.63561 0.89749 4.05009
H 1.63364 2.28586 3.57500
H 3.29886 0.62396 6.08286
H 3.01210 1.82010 7.33182
C 0.08182 4.41571 2.77653
O 0.59505 3.30531 2.55819
N 0.23860 5.04181 3.96310
N -0.52407 5.13114 1.79817
H -0.16950 5.93581 4.15827
H 0.84022 4.63715 4.67465
H -0.70875 4.71385 0.89016
H -0.98584 5.98928 2.03464
C -3.45692 -3.54472 3.30929
O -3.61675 -4.73124 3.61635
N -3.81801 -2.53385 4.13426
N -2.99235 -3.16763 2.09874
H -3.70109 -1.62467 3.69907
H -4.53285 -2.63036 4.82757
H -3.06525 -2.18858 1.83752
H -2.73979 -3.86035 1.42080
C -2.10007 3.14360 -1.03678
O -1.69261 4.27855 -0.75153
N -1.30591 2.06351 -0.92456
N -3.38911 2.82293 -1.38588
H -0.34219 2.33366 -0.82979
H -1.68118 1.11681 -0.99490
H -4.13896 3.43124 -1.11198
H -3.58255 1.85996 -1.60775
C 5.41765 0.75187 1.28216
O 6.20169 -0.01656 1.83643
N 4.74495 1.69828 2.00463
N 5.29885 0.90826 -0.05760
H 5.21457 1.89688 2.87033
H 4.04432 2.28368 1.58838
H 4.69552 1.61462 -0.45747
H 5.84224 0.39492 -0.72724
C -2.51830 -1.50843 -1.89528
O -2.42248 -0.29142 -1.63619
N -1.49337 -2.31202 -1.51577
N -3.60493 -2.15207 -2.36593
H -0.69975 -1.74335 -1.22011
H -1.36214 -3.27504 -1.76654
H -3.47365 -3.09253 -2.68417
H -4.38006 -1.57390 -2.64415
C -0.14183 -5.22329 0.36314
C -0.76081 -6.17927 1.38383
C -0.44034 -7.67091 1.17968
O -0.80882 -8.18990 -0.06953
C -2.09209 -7.92533 -0.55142
N -0.40066 -5.72749 2.72589
H -0.63220 -4.25061 0.40863
H -0.25287 -5.64851 -0.63738
H 0.91405 -5.13573 0.62006
H -1.85571 -6.07381 1.38476
H -1.00061 -8.16314 1.98594
H 0.61828 -7.85165 1.36039
H -2.83553 -8.38813 0.11810
H -2.25230 -8.43298 -1.49956
H -2.37102 -6.86832 -0.55801
H -0.70922 -6.39991 3.42819
H -1.06654 -4.99121 2.95857
C 5.92393 2.92162 -2.93685
C 5.33745 4.19925 -2.31099
C 4.69865 4.01792 -0.95180
O 3.60377 3.10346 -0.98700
C 2.39306 3.73019 -0.61097
N 6.39934 5.20588 -2.26215
H 6.40060 3.15552 -3.88670
H 5.07300 2.25521 -3.11756
H 6.66956 2.44950 -2.29426
H 4.69431 4.62031 -3.09108
H 4.47920 5.00810 -0.54624
H 5.45075 3.62036 -0.26195
H 2.37190 3.83193 0.48289
H 1.51140 3.09110 -0.68746
H 2.18998 4.66884 -1.12314
H 7.01126 5.21913 -3.07129
H 7.12477 4.95917 -1.58446
C 3.18377 1.19838 -8.50682
C 2.18424 2.33338 -8.34471
C 1.77399 2.46736 -6.86299
O 0.89642 1.39374 -6.58448
C 0.54453 1.33162 -5.21826
N 2.75089 3.58850 -8.83281
H 3.47289 1.04044 -9.54674
H 2.63340 0.31292 -8.18145
H 4.08886 1.34858 -7.91980
H 1.23001 2.05621 -8.80937
H 1.27486 3.41221 -6.62341
H 2.71566 2.45650 -6.29983
H -0.25176 0.58550 -5.20631
H 0.11064 2.27862 -4.88284
H 1.35900 1.01613 -4.56009
H 2.07845 4.34459 -8.78140
H 3.02329 3.50505 -9.80384
C -3.69964 1.22981 9.25391
C -2.73711 0.25969 8.61607
C -2.52094 0.53526 7.10669
O -1.50713 -0.33396 6.64762
C -0.89564 0.17116 5.45941
N -1.44228 0.25070 9.29489
H -3.71393 1.02656 10.33080
H -4.72732 1.15425 8.90754
H -3.29942 2.25045 9.29801
H -3.16194 -0.70093 8.92976
H -2.21319 1.58797 7.08749
H -3.42946 0.34711 6.52390
H -0.31604 1.05326 5.73323
H -1.62042 0.28087 4.64775
H -0.27130 -0.65625 5.11664
H -1.08877 1.20595 9.33873
H -0.78051 -0.24685 8.71157
C 1.71609 -3.14021 -9.38995
C 1.27403 -3.65868 -8.02677
C 0.63709 -2.64751 -7.04028
O 0.39678 -3.39188 -5.83951
C 0.10141 -2.45177 -4.80413
N 0.36071 -4.79276 -8.22873
H 2.40904 -2.30858 -9.22754
H 0.83540 -2.75927 -9.91227
H 2.26023 -3.87151 -9.98015
H 2.17113 -4.09215 -7.57559
H -0.28338 -2.29217 -7.51563
H 1.28164 -1.80976 -6.76388
H 0.91489 -1.75223 -4.61039
H -0.30398 -2.90898 -3.90592
H -0.73135 -1.82910 -5.15350
H 0.17892 -5.14873 -7.29258
H -0.54167 -4.42780 -8.52875
C 0.01345 -1.73285 2.05268
C 0.65919 -0.37432 1.84426
C 1.53800 -0.36861 0.60809
O 0.75562 -0.79348 -0.52642
C 1.35197 -0.45815 -1.76221
N -0.45739 0.58376 1.82026
H -0.60333 -1.67888 2.94840
H 0.74786 -2.52965 2.19294
H -0.61516 -1.95500 1.19226
H 1.33792 -0.12147 2.66178
H 2.42579 -1.00870 0.64376
H 1.94509 0.62916 0.39746
H 2.16628 -1.14863 -2.00381
H 1.79304 0.54491 -1.76155
H 0.61945 -0.46222 -2.56982
H -0.19815 1.46108 2.26719
H -0.65163 0.85939 0.86660
C -5.39053 0.71690 1.06090
C -4.16794 0.96130 1.93053
C -4.57758 1.18885 3.37691
O -5.38135 2.33235 3.48495
C -5.78703 2.56519 4.79753
N -3.24171 -0.18068 1.79267
H -5.98742 1.62613 1.02409
H -5.97559 -0.07886 1.53396
H -5.13372 0.31564 0.07962
H -3.69594 1.85996 1.51557
H -3.71215 1.25575 4.05031
H -5.15220 0.32100 3.73774
H -4.98253 2.68865 5.53283
H -6.45916 1.76687 5.13691
H -6.35042 3.49619 4.87753
H -2.32991 0.08272 2.18123
H -3.10488 -0.43987 0.82240

For reference, maximum force by record: 5.05; 4.58; 2.61 eV Å⁻¹.